[1]
Here is C2H6N4O2 as an isolated structure from the Open Molecules 2025 dataset. Energies are from ωB97M-V/def2-TZVPD.

Computed properties:
frontier orbital gap	8.1	eV
total charge	0
max |F|	8.6	eV Å⁻¹

XYZ file:
```
14
Properties=species:S:1:pos:R:3:lowdin_charge:R:1
C 0.7684 0.7581 -0.9340 -0.49
C -0.2139 -1.0115 0.2403 -0.61
H 1.1745 2.7407 -1.1121 0.20
H -0.4417 2.0989 -1.0418 0.11
H 2.5581 -0.2009 -0.1297 0.12
H 0.9649 -1.7536 1.6631 0.22
H -1.3875 -2.1921 1.5101 0.13
H -2.6300 0.4397 0.2554 0.33
N 0.4564 1.9226 -1.6678 0.04
N 2.0387 0.5809 -0.7531 0.09
N 0.9368 -1.4150 0.3503 0.10
N -1.4774 -1.3832 0.8922 -0.11
O -0.4353 -0.1227 -0.6986 0.02
O -2.3120 -0.4618 1.4255 -0.16
```

[2]
Here is C2H6N4O6S3 as an isolated structure from the Open Molecules 2025 dataset. Energies are from ωB97M-V/def2-TZVPD.

Computed properties:
frontier orbital gap	8.2	eV
total charge	0
max |F|	5.4	eV Å⁻¹

XYZ file:
```
21
Properties=species:S:1:pos:R:3:lowdin_charge:R:1
C 3.0246 -1.8083 -0.8082 -0.05
C -0.4071 2.4214 -0.1191 -0.07
N 2.5584 -1.6864 0.6189 -0.07
N -1.4375 2.1023 0.7384 -0.03
N 2.1067 -0.5568 0.8232 -0.19
N -2.0068 1.0992 0.8150 0.06
O 1.5203 0.9508 2.4730 -0.47
O -0.3375 -0.5974 1.3856 -0.57
O -4.5128 0.0071 -0.1339 -0.38
O -2.6577 0.2043 -1.5624 -0.51
O -2.3025 -1.4456 0.3027 -0.43
O -0.2624 -0.8085 -1.0994 -0.34
S 1.0611 -0.4161 2.1918 0.92
S -3.6871 -0.6941 -1.0431 0.89
S -1.2603 -0.4250 -0.0578 0.70
H 3.5144 -2.7130 -0.9709 0.05
H 3.4954 -0.9554 -1.1841 0.06
H 1.9734 -2.0387 -1.1463 0.09
H 0.6325 2.5859 0.3424 0.13
H -0.6637 3.2859 -0.6745 0.08
H -0.3515 1.4883 -0.8910 0.12
```

[3]
Here is C2H6N4S as an isolated structure from the Open Molecules 2025 dataset. Energies are from ωB97M-V/def2-TZVPD.

Computed properties:
frontier orbital gap	8.7	eV
total charge	0
max |F|	3.4	eV Å⁻¹

XYZ file:
```
13
Properties=species:S:1:pos:R:3:lowdin_charge:R:1
C 0.0432 -0.1609 1.0287 -0.49
C -2.2338 -0.8076 -0.2499 -0.38
N 1.0577 0.4238 1.5437 -0.08
N 1.9366 1.2093 0.9700 -0.04
N 1.4465 0.1099 -0.9160 -0.16
N 2.0795 1.1152 -0.3328 -0.12
S -0.7297 0.2145 -0.4703 0.91
H -0.6565 -0.7806 1.6340 0.08
H -2.0897 -1.9042 -0.5350 0.08
H -2.9941 -0.2506 -0.7411 0.01
H -2.6140 -0.7759 0.6987 -0.02
H 1.9489 0.0066 -1.7759 0.05
H 2.8056 1.6005 -0.8541 0.16
```

[4]
Here is one molecule with the formula C2H6N4S from the Open Molecules 2025 dataset. Energies are from ωB97M-V/def2-TZVPD.

Computed properties:
SMILES	C=NNC(=S)NN
frontier orbital gap	8.3	eV
total charge	0
max |F|	7.3	eV Å⁻¹

XYZ file:
```
13
Properties=species:S:1:pos:R:3:lowdin_charge:R:1
C -0.1068 -0.4890 1.7789 0.03
N 0.1254 0.8803 1.3956 -0.02
N -0.4891 1.2425 0.2389 -0.08
C -0.7943 0.1904 -0.6547 -0.92
S -2.3368 0.1054 -1.3354 0.58
N 0.1347 -0.5561 -1.2471 -0.12
N 1.5408 -0.3039 -1.0855 0.04
H 0.5377 -0.7814 2.5677 0.03
H -0.6742 -1.3297 1.2067 0.10
H -1.2204 1.8777 0.3796 0.09
H -0.1190 -0.8147 -2.1965 0.11
H 1.6923 0.7000 -0.8903 0.08
H 1.7096 -0.7216 -0.1580 0.06
```

[5]
Here is a 2-piece molecular cluster, C2H6N4S overall from the Open Molecules 2025 dataset. Energies are from ωB97M-V/def2-TZVPD.

Computed properties:
SMILES	[H]/N=N/N=S.[H]/N=C/C
frontier orbital gap (spin up / spin down)	8.0 / 8.0	eV
total charge	0
max |F|	2.9	eV Å⁻¹

XYZ file:
```
13
Properties=species:S:1:pos:R:3:lowdin_charge:R:1
H -1.0295 2.4260 -0.4191 0.05
N -1.8702 2.2458 0.1237 0.10
N -2.4205 1.1911 -0.1308 -0.16
N -3.0087 0.2380 0.1894 -0.56
S -4.0525 -0.8942 0.0020 0.53
H -0.2392 -0.1916 -2.3668 0.05
N -0.0420 0.1749 -1.4368 0.07
C 0.2141 -0.6907 -0.5637 -0.32
C 0.4986 -0.3010 0.8445 -0.10
H 0.2184 -1.7730 -0.7470 0.11
H -0.4260 -0.3962 1.4141 0.07
H 0.8348 0.7304 0.8963 0.07
H 1.2374 -0.9612 1.2890 0.07
```

[6]
Here is one molecule with the formula C2H6N4S2 from the Open Molecules 2025 dataset. Energies are from ωB97M-V/def2-TZVPD.

Computed properties:
SMILES	C=NN=C(NS)NS
frontier orbital gap	9.0	eV
total charge	0
max |F|	2.4	eV Å⁻¹

XYZ file:
```
14
Properties=species:S:1:pos:R:3:lowdin_charge:R:1
C -2.9961 -0.0271 -0.0556 -0.04
N -1.7728 0.3358 -0.1739 -0.09
N -0.8644 -0.5626 0.3175 0.02
C 0.3198 -0.0865 0.3630 -0.64
N 0.6464 1.1248 -0.1323 -0.39
S 1.9759 2.1231 0.2159 0.71
N 1.3389 -0.8546 0.9069 -0.30
S 2.6863 -1.3069 -0.2095 0.69
H -3.7969 0.5720 -0.4649 0.05
H -3.2670 -0.9625 0.4927 0.08
H -0.1067 1.5861 -0.6981 0.10
H 3.0317 1.5258 -0.5123 -0.14
H 0.8366 -1.6447 1.2492 0.06
H 1.9684 -1.8227 -1.2987 -0.11
```

[7]
Here is a 2-piece molecular cluster, C2H6N5 overall from the Open Molecules 2025 dataset. Energies are from ωB97M-V/def2-TZVPD.

Computed properties:
frontier orbital gap	8.7	eV
total charge	+1
max |F|	4.2	eV Å⁻¹

XYZ file:
```
13
Properties=species:S:1:pos:R:3:lowdin_charge:R:1
C 1.4688 1.7063 0.9721 -0.10
C -1.1555 -1.7653 -1.5226 0.01
N -0.8069 0.8876 1.2512 -0.17
N -1.8361 0.4457 1.4023 0.21
N 0.7196 -0.9398 -0.1696 0.37
N 0.3147 0.9461 0.8309 -0.10
N -0.0544 -1.3986 -0.7934 0.01
H 1.4746 2.4594 1.9104 0.15
H 2.2559 0.9581 1.0214 0.07
H 1.6745 2.3357 0.1368 0.07
H -1.4570 -2.8493 -1.0650 0.20
H -1.8958 -0.8667 -1.4602 0.16
H -0.7025 -1.9190 -2.5141 0.13
```

[8]
Here is C2H6N6 as an isolated structure from the Open Molecules 2025 dataset. Energies are from ωB97M-V/def2-TZVPD.

Computed properties:
frontier orbital gap	9.0	eV
total charge	0
max |F|	9.3	eV Å⁻¹

XYZ file:
```
14
Properties=species:S:1:pos:R:3:lowdin_charge:R:1
C -1.3073 0.1364 -0.2554 -0.50
C 0.6131 0.9628 -0.2083 -0.50
H -3.1784 -0.6233 0.4597 -0.01
H -2.8338 0.9718 0.8871 0.26
H 2.4817 1.6033 -0.5465 0.11
H 1.8754 -1.1247 1.3305 0.11
H 2.8521 -0.7288 -0.0882 0.18
H -0.7481 -1.5514 -0.8749 0.08
N -2.6981 0.0026 -0.0332 0.13
N -0.6944 1.2507 -0.1277 0.14
N 1.4844 1.8938 0.0436 0.07
N 0.9118 -0.5132 -0.5831 -0.13
N 1.7548 -1.3461 0.2155 -0.05
N -0.5133 -0.9338 -0.2193 0.10
```

[9]
Here is a 3-piece molecular cluster, C2H6N6O6 overall from the Open Molecules 2025 dataset. Energies are from ωB97M-V/def2-TZVPD.

Computed properties:
2S+1	3
frontier orbital gap (spin up / spin down)	7.9 / 5.4	eV
total charge	0
max |F|	4.4	eV Å⁻¹

XYZ file:
```
20
Properties=species:S:1:pos:R:3:mulliken_spin:R:1
C -1.9392 0.0998 0.1487 0.00
C 2.2949 -0.8095 -0.1407 -0.08
N -1.5808 1.1336 0.9574 0.00
N -1.3329 -0.2535 -0.9558 0.01
N -3.1028 -0.5547 0.3897 0.00
N 3.3937 -0.4116 -0.1563 0.21
N 1.5342 -1.9373 0.0602 0.36
N 1.4452 1.7013 -0.2913 0.00
O 1.0007 1.1588 -1.3227 0.00
O 4.3268 0.2520 -0.2373 0.37
O 2.1332 -3.0592 0.0267 0.72
O 0.3597 -1.7739 0.3237 0.41
O 2.2824 2.5158 -0.3052 0.00
O 0.9966 1.2877 0.8002 0.00
H -0.5776 1.4045 0.8012 0.00
H -1.7269 1.1164 1.9753 0.00
H -1.8640 -0.7237 -1.6770 0.00
H -0.3483 0.0163 -0.9859 0.00
H -3.8467 -0.1534 1.0022 0.00
H -3.4482 -1.0094 -0.4132 0.00
```

[10]
Here is an isolated ion of composition C2H6NO and charge -1 from the Open Molecules 2025 dataset. Energies are from ωB97M-V/def2-TZVPD.

Computed properties:
SMILES	CNC[O-]
frontier orbital gap	7.2	eV
total charge	-1
max |F|	5.1	eV Å⁻¹

XYZ file:
```
10
Properties=species:S:1:pos:R:3:lowdin_charge:R:1
C 1.0250 -0.3362 1.3275 -0.24
N 0.6552 -0.6768 -0.0819 -0.13
C -0.3228 0.5037 -0.8728 -0.57
O -1.5601 0.5420 -0.6381 -0.27
H 1.8077 0.5098 1.5183 0.08
H 0.1685 -0.3085 1.9919 0.03
H 1.4585 -1.2331 1.8247 0.03
H -0.0371 -1.2910 0.0439 -0.03
H 0.2706 1.4207 -0.5595 0.06
H 0.0131 0.2988 -1.8693 0.04
```

[11]
Here is one molecule with the formula C2H6NO2P from the Open Molecules 2025 dataset. Energies are from ωB97M-V/def2-TZVPD.

Computed properties:
SMILES	[O-]P1[NH2+][C@@H]1CO
frontier orbital gap	8.8	eV
total charge	0
max |F|	5.1	eV Å⁻¹

XYZ file:
```
12
Properties=species:S:1:pos:R:3:lowdin_charge:R:1
O -3.2479 -0.5456 0.8603 -0.53
P -2.0814 0.3683 0.8813 0.81
N -0.3658 -0.6864 1.2941 -0.12
C -0.5323 -0.3694 -0.0671 -0.54
C 0.3328 0.6611 -0.6923 -0.33
O -0.2244 1.3579 -1.7940 -0.13
H 0.4939 -0.4406 1.7939 0.11
H -0.3888 -1.7616 1.3602 0.16
H -1.0107 -1.2412 -0.6955 0.16
H 0.4786 1.3705 0.1647 0.12
H 1.1413 0.1130 -1.2363 0.14
H -1.0366 1.9893 -1.5374 0.15
```

[12]
Here is a 3-piece molecular cluster, C2H6NO2P overall from the Open Molecules 2025 dataset. Energies are from ωB97M-V/def2-TZVPD.

Computed properties:
SMILES	[H][H].C=C=O.NP=O
frontier orbital gap	9.9	eV
total charge	0
max |F|	6.0	eV Å⁻¹

XYZ file:
```
12
Properties=species:S:1:pos:R:3:lowdin_charge:R:1
H 1.0337 -2.1313 -0.7415 -0.01
H 0.9834 -2.8296 -0.4405 0.03
C 1.5297 1.3831 2.1976 0.01
C 1.0677 1.0061 1.0385 -0.26
O 0.4829 0.8001 0.0381 0.02
H 0.8196 1.9805 2.8130 0.09
H 2.3793 0.8779 2.6457 0.06
N -1.4933 -0.3396 -2.1634 -0.16
P -1.6289 -0.7058 -0.4341 0.74
O -2.6967 0.0998 0.1335 -0.49
H -0.6140 -0.5830 -2.5801 0.01
H -1.8634 0.4417 -2.5068 -0.04
```

[13]
Here is a 2-piece molecular cluster, C2H6NO2S2 overall from the Open Molecules 2025 dataset. Energies are from ωB97M-V/def2-TZVPD.

Computed properties:
frontier orbital gap	8.0	eV
total charge	-1
max |F|	1.1	eV Å⁻¹

XYZ file:
```
13
Properties=species:S:1:pos:R:3:lowdin_charge:R:1
N 1.5802 -2.3457 1.2328 0.09
C 0.6630 -1.3489 0.8361 -0.83
O -0.4781 -1.7777 0.5026 -0.15
O 1.0883 -0.1813 0.8812 -0.07
H 1.3508 -3.2948 1.0183 0.06
H 2.4360 -2.0278 1.6434 0.06
C -0.4463 2.4663 -0.9193 -0.51
S -1.2088 1.2230 -1.9954 0.28
S -2.4924 0.0844 -0.7956 0.22
H -1.2098 3.2333 -0.7509 0.01
H 0.4800 2.8302 -1.3620 0.02
H -0.1827 2.0376 0.0460 0.01
H -1.5803 -0.8986 -0.3372 -0.18
```

[14]
Here is a 2-piece molecular cluster, C2H6NO3 overall from the Open Molecules 2025 dataset. Energies are from ωB97M-V/def2-TZVPD.

Computed properties:
frontier orbital gap	9.7	eV
total charge	+1
max |F|	5.2	eV Å⁻¹

XYZ file:
```
12
Properties=species:S:1:pos:R:3:lowdin_charge:R:1
C 1.2615 0.5444 0.5663 -0.04
C -1.3820 0.3028 0.0638 -0.22
N 1.2688 -0.9242 0.0407 0.16
O 1.7826 1.2701 -0.3387 0.11
O -2.6096 0.8238 0.0603 0.12
O -1.3792 -0.9490 -0.0867 0.03
H 0.3331 -1.2120 0.3379 0.08
H 1.5262 -0.7906 -1.0538 0.24
H 1.8959 -1.4456 0.5796 0.12
H 2.0864 2.0950 -0.0790 0.10
H -2.5017 1.7533 0.1021 0.09
H -2.2819 -1.4682 -0.1926 0.22
```

[15]
Here is one molecule with the formula C2H6NO3P from the Open Molecules 2025 dataset. Energies are from ωB97M-V/def2-TZVPD.

Computed properties:
frontier orbital gap (spin up / spin down)	9.0 / 9.0	eV
total charge	0
max |F|	3.8	eV Å⁻¹

XYZ file:
```
13
Properties=species:S:1:pos:R:3:lowdin_charge:R:1
C -1.7644 -1.2567 0.1659 0.05
C 1.6660 1.4164 0.0830 -0.16
N -0.9601 0.0366 0.0400 -0.25
O 1.2137 -1.3000 0.9199 -0.35
O -1.4462 1.0800 -0.2731 0.10
O 0.3036 -0.6354 -1.5871 -0.33
P 0.8020 -0.2804 -0.1315 0.51
H -2.7734 -1.0686 -0.1843 0.11
H -1.5418 -1.4704 1.1966 0.10
H -1.1570 -1.8027 -0.4449 0.04
H 2.7640 1.2447 -0.1909 0.06
H 1.2699 2.0609 -0.7012 0.02
H 1.6237 1.9755 1.1075 0.08
```

[16]
Here is C2H6NO3PTl as an isolated structure from the Open Molecules 2025 dataset. Energies are from ωB97M-V/def2-TZVPD.

Computed properties:
frontier orbital gap	3.8	eV
total charge	+3
max |F|	9.5	eV Å⁻¹

XYZ file:
```
14
Properties=species:S:1:pos:R:3:lowdin_charge:R:1
C 2.2990 0.6792 0.2462 -0.06
P 0.7228 -0.3156 -0.3141 1.33
O 0.7831 -1.8177 0.5965 -0.07
N -0.7180 0.6563 0.0823 -0.04
C -2.0174 -0.0721 -0.2404 -0.28
O -2.4295 -0.0345 -1.5363 -0.26
O -2.8053 -0.8166 0.7544 0.17
H 3.2583 -0.0003 0.2135 0.14
H 2.3950 1.6549 -0.4315 0.14
H 2.0550 1.0050 1.3677 0.16
H 1.3825 -2.4205 0.0292 0.17
H -0.7081 1.0280 1.0600 0.17
H -2.4121 -0.5266 1.6492 0.18
Tl -1.8053 0.9804 -3.4768 1.24
```

[17]
Here is an isolated ion of composition C2H6NO3S and charge -1 from the Open Molecules 2025 dataset. Energies are from ωB97M-V/def2-TZVPD.

Computed properties:
frontier orbital gap	7.5	eV
total charge	-1
max |F|	5.6	eV Å⁻¹

XYZ file:
```
13
Properties=species:S:1:pos:R:3:lowdin_charge:R:1
C 0.6546 -1.2021 -0.0084 -0.14
C 1.4146 1.2039 0.1796 -0.10
N 0.3854 0.1664 0.3476 -0.35
O -3.2884 0.8089 -0.3902 -0.52
O -2.4721 -1.4662 -0.1550 -0.55
O -0.8369 0.6721 -0.2306 -0.40
S -2.4550 -0.0769 0.3894 0.68
H -0.4050 -1.7063 -0.0690 0.08
H 1.2070 -1.2401 -0.9808 0.07
H 1.1068 -1.8035 0.7740 0.05
H 0.9221 2.1068 0.4970 0.07
H 2.3565 1.0838 0.5457 0.03
H 1.4103 1.4532 -0.8993 0.07
```

[18]
Here is a 2-piece molecular cluster, C2H6NO4 overall from the Open Molecules 2025 dataset. Energies are from ωB97M-V/def2-TZVPD.

Computed properties:
frontier orbital gap	9.1	eV
total charge	+1
max |F|	4.3	eV Å⁻¹

XYZ file:
```
13
Properties=species:S:1:pos:R:3:lowdin_charge:R:1
C -1.1995 -0.7138 -0.0506 -0.18
C 1.4741 0.1234 0.1324 -0.17
N 1.0516 1.3697 0.2275 0.23
O -2.2634 -1.5085 0.0133 0.13
O 1.6134 -0.4333 -1.0346 0.14
O -2.5243 1.2453 -0.4269 0.04
O -1.2489 0.5236 -0.1353 -0.06
H 1.7892 -0.5057 0.9544 0.17
H 1.0522 2.0309 0.9898 0.16
H -2.1785 -2.3974 0.3085 0.11
H 0.5868 1.8159 -0.5742 0.16
H 2.1607 -1.2220 -1.1730 0.17
H -3.1029 0.7633 -1.0179 0.09
```

[19]
Here is an isolated ion of composition C2H6NO5S2 and charge -1 from the Open Molecules 2025 dataset. Energies are from ωB97M-V/def2-TZVPD.

Computed properties:
SMILES	CN(C)S(=O)(=O)S(=O)(=O)[O-]
frontier orbital gap	9.3	eV
total charge	-1
max |F|	3.5	eV Å⁻¹

XYZ file:
```
16
Properties=species:S:1:pos:R:3:lowdin_charge:R:1
C -1.2929 0.2773 1.2992 -0.15
N -0.8402 0.6912 -0.0499 -0.32
C -1.3845 -0.0969 -1.1360 -0.18
S 0.9739 0.8684 -0.1832 0.59
O 1.1171 1.5489 -1.4298 -0.35
O 1.3682 1.6666 0.9607 -0.36
S 2.0703 -0.9532 -0.0396 0.30
O 1.5646 -1.8081 -1.0924 -0.36
O 1.6574 -1.2897 1.3042 -0.36
O 3.4156 -0.5153 -0.2386 -0.32
H -2.3069 -0.0844 1.2028 0.06
H -0.7490 -0.6273 1.8386 0.10
H -0.9902 1.1606 1.9834 0.10
H -0.8023 0.0807 -2.0392 0.06
H -1.4097 -1.2374 -0.9627 0.11
H -2.3915 0.3188 -1.4176 0.09
```

[20]
Here is an isolated ion of composition C2H6NOS and charge +1 from the Open Molecules 2025 dataset. Energies are from ωB97M-V/def2-TZVPD.

Computed properties:
SMILES	[NH3+]COC=S
frontier orbital gap	9.1	eV
total charge	+1
max |F|	3.6	eV Å⁻¹

XYZ file:
```
11
Properties=species:S:1:pos:R:3:lowdin_charge:R:1
N -1.3814 -0.6403 -0.0563 0.20
C -0.2917 0.4213 0.5647 -0.18
O 0.8944 -0.1786 0.6319 -0.15
C 1.9630 0.1821 -0.3966 -0.59
S 3.4538 -0.2190 -0.0213 0.87
H -1.5136 -1.5363 0.3945 0.15
H -1.1234 -0.8536 -1.0145 0.15
H -2.3539 -0.1104 0.0010 0.22
H -0.3401 1.1529 -0.2560 0.13
H -0.9192 0.9284 1.3102 0.15
H 1.6122 0.8536 -1.1577 0.06
```